1.
Entry from OMol25: a structure of composition C27H41NOsP2 at a distorted geometry (ωB97M-V/def2-TZVPD).

- total charge = +2
- orbital gap (alpha / beta) (eV) = 5.374 / 5.594
- energy relative to the best compared isomer or geometry (same formula, charge and spin) (kcal/mol) = 127.9
- LUMO (alpha / beta) (eV) = -7.503 / -7.904
- spin multiplicity = 5
- <S²> = 6.118
- highest occupied orbital energy (alpha / beta) (eV) = -12.88 / -13.50

Geometry (Å):
Os 1.190 1.632 0.783
P 0.550 1.873 -1.172
P 0.010 -1.736 -2.784
N -0.070 1.031 2.686
C 0.585 0.792 -3.741
C 0.293 -0.523 -4.305
C 1.966 2.720 -1.917
C 0.315 5.043 3.497
C 0.120 -2.872 -1.127
C -1.331 -2.172 4.055
C -0.608 4.304 4.272
C -0.879 -1.238 3.127
C -2.883 -1.360 -1.753
C -0.062 2.348 3.026
C -0.528 -0.768 5.887
C 1.046 4.439 2.459
C -1.093 -2.846 -0.353
C -0.064 0.162 4.963
C -1.815 -0.656 -2.508
C -0.638 -0.460 -1.769
C -1.181 -1.923 5.435
C -0.810 2.810 -1.768
C 2.524 0.469 1.783
C 1.320 -2.019 -0.628
C 1.250 -0.728 -1.424
C -0.325 -0.001 3.582
C 1.464 -2.754 -3.513
C -1.206 -2.934 -3.691
C -2.475 -2.496 -0.726
C 0.767 3.118 2.170
C -0.793 2.939 4.072
H 1.255 -1.769 0.451
H 1.549 3.142 -2.846
H 0.435 6.100 3.737
H 2.228 -2.114 -3.969
H 1.635 1.102 -3.753
H -1.810 -3.099 3.713
H -2.230 -2.535 -3.793
H 2.769 1.967 0.511
H -1.635 2.110 -1.860
H -0.787 -0.672 -0.701
H -1.562 -2.646 6.160
H -2.028 -0.113 -3.420
H -1.165 4.769 5.095
H -0.658 -0.557 -4.857
H -2.983 -3.427 -1.034
H -0.990 -3.328 0.635
H -1.422 2.289 4.698
H 1.954 -0.495 -2.248
H -0.495 3.147 -2.751
H 2.694 1.069 2.694
H 0.412 -3.885 -1.442
H 2.130 -0.501 2.107
H 1.087 -3.408 -4.313
H 0.460 1.058 5.289
H 1.471 0.050 -0.592
H 1.795 4.978 1.873
H -2.971 -2.226 0.226
H 2.720 1.944 -2.104
H -0.118 1.599 -3.986
H 1.071 -0.905 -4.996
H -0.840 -3.071 -4.721
H 2.299 -2.488 -0.792
H -3.457 -0.630 -1.163
H 1.966 -3.402 -2.788
H 2.355 3.501 -1.248
H -1.000 -1.389 2.048
H -3.585 -1.807 -2.459
H 3.522 0.273 1.361
H -0.375 -0.577 6.948
H -1.247 -3.913 -3.179
H -1.087 3.665 -1.148

=====

2.
Entry from OMol25: an isolated molecule of C27H42Cl2N2O6 at a distorted geometry (ωB97M-V/def2-TZVPD).

- total charge = 0
- orbital gap (eV) = 9.321
- energy relative to the best compared isomer or geometry (same formula, charge and spin) (kcal/mol) = 0.0
- LUMO (eV) = -0.542
- highest occupied orbital energy (eV) = -9.86
- SMILES = CCCCCCCCCCCCCCCC(=O)OC[C@@H](NC(=O)C(Cl)Cl)[C@@H](O)c1ccc([N+](=O)[O-])cc1

Geometry (Å):
Cl 1.667 -0.313 -2.931
Cl -0.716 -1.940 -2.550
O -4.560 -0.145 2.496
O 0.286 -0.196 0.437
O 3.902 -2.408 -1.563
O -5.167 -1.330 0.813
O 1.216 -3.953 2.805
O 4.220 -2.149 0.638
N 1.390 -2.007 -0.334
N -4.355 -0.981 1.642
C -1.948 2.746 -0.100
C 5.570 -0.851 -0.789
C 3.201 -3.102 0.909
C 1.967 2.506 1.617
C -0.194 3.830 1.396
C 3.449 2.400 -0.469
C -5.237 -1.435 -3.624
C -3.385 1.403 -1.717
C 1.817 -2.457 0.972
C 4.948 0.501 -1.170
C -2.781 -2.573 0.657
C 0.650 -0.902 -0.479
C 0.790 -3.475 1.558
C -2.105 -1.239 2.557
C 4.213 1.161 -0.005
C -3.058 -1.608 1.616
C 0.971 3.441 2.311
C 0.237 -0.585 -1.915
C -4.036 0.046 -1.976
C -2.790 1.490 -0.313
C -1.540 -3.179 0.651
C -0.578 -2.830 1.593
C -0.871 -1.853 2.542
C 2.913 3.258 0.677
C -1.201 2.689 1.231
C -4.625 -0.061 -3.379
C 4.486 -1.883 -0.649
H -3.287 -0.740 -1.843
H -3.595 1.471 0.424
H 2.385 4.106 0.238
H 1.849 -1.574 1.625
H 5.743 1.166 -1.515
H 3.514 0.451 0.441
H -5.682 -1.488 -4.615
H -0.386 0.312 -1.937
H -2.584 3.633 -0.143
H -2.155 0.616 -0.136
H -4.828 -0.127 -1.244
H -3.538 -2.833 -0.067
H 1.412 1.756 1.053
H -0.677 1.735 1.275
H 2.555 1.980 2.372
H -4.124 2.195 -1.850
H 3.440 -3.541 1.878
H -1.217 2.825 -0.910
H 6.117 -0.767 0.149
H 1.107 -3.261 3.468
H 6.242 -1.175 -1.585
H 3.751 3.662 1.250
H 3.213 -3.879 0.136
H -5.391 0.707 -3.509
H -1.920 2.706 2.053
H -6.008 -1.641 -2.885
H -2.343 -0.472 3.277
H -0.129 -1.548 3.265
H -0.698 4.711 1.799
H 1.762 -2.486 -1.146
H -2.596 1.567 -2.457
H 2.614 2.084 -1.100
H 4.112 3.014 -1.083
H 1.497 4.339 2.641
H -1.316 -3.929 -0.091
H -4.475 -2.208 -3.548
H 0.202 4.104 0.416
H 0.568 2.950 3.199
H 4.259 0.348 -2.003
H -3.841 0.126 -4.118
H 4.936 1.443 0.764
H 0.768 -4.355 0.906

=====

3.
Entry from OMol25: a cluster of 7 separate species, C27H42ClO13S3 in total at a distorted geometry (ωB97M-V/def2-TZVPD).

- total charge = -1
- orbital gap (eV) = 8.980
- LUMO (eV) = 2.338
- highest occupied orbital energy (eV) = -6.64

Geometry (Å):
Cl 0.769 -1.696 1.020
S 3.742 0.029 4.528
S -4.072 -2.965 0.220
S -3.589 2.279 -1.668
O 4.470 -1.231 4.747
O 0.363 -3.059 0.923
O -0.122 -0.762 0.357
O -3.526 -2.283 -0.954
O 2.093 -1.589 0.437
O -5.365 -2.159 0.799
O 2.293 0.168 4.805
O 4.532 1.220 5.388
O -3.215 3.677 -1.829
O 0.933 -1.370 2.397
O -4.568 1.842 -2.964
O -4.402 -4.375 0.263
O -4.181 1.869 -0.397
C -5.984 -0.031 1.835
C -0.459 3.468 1.324
C 0.802 1.814 -3.648
C 2.754 -4.119 -2.057
C 1.915 4.858 1.588
C 0.707 2.757 1.352
C 2.404 -5.403 -2.523
C 4.075 -3.791 -2.036
C 1.555 1.411 -2.556
C 5.063 -4.669 -2.360
C 0.819 1.058 -4.839
C 4.716 -5.899 -2.889
C -5.714 0.193 -4.244
C 3.391 -6.304 -2.878
C 1.482 -0.087 -4.903
C -5.338 -0.724 0.629
C 3.068 2.280 7.002
C -5.360 0.658 -2.817
C -0.461 4.870 1.330
C 3.859 2.428 5.670
C 1.931 3.489 1.423
C 2.198 0.170 -2.580
C -2.908 -2.710 1.693
C 4.156 0.496 2.797
C 2.134 -0.537 -3.796
C 0.720 5.595 1.520
C -2.146 1.176 -1.998
H 0.582 6.659 1.639
H -4.676 -0.124 -2.488
H 2.361 1.466 6.844
H -5.834 -0.408 -0.289
H 1.959 -3.502 -1.665
H -5.477 -0.330 2.753
H 4.329 -2.836 -1.602
H 6.112 -4.422 -2.305
H 1.791 1.992 -1.677
H -3.447 -3.096 2.558
H 3.524 2.075 7.970
H 3.974 1.560 2.646
H -6.980 -0.424 2.039
H 5.537 -6.588 -3.023
H 4.615 3.205 5.774
H -1.320 1.389 -1.318
H -6.246 0.775 -2.193
H -2.150 -3.460 1.466
H 2.776 -0.201 -1.747
H -1.645 1.367 -2.947
H -4.798 0.091 -4.825
H 2.653 -1.477 -3.909
H 3.180 2.710 4.864
H 2.884 3.010 1.589
H 1.394 -5.727 -2.322
H 5.228 0.320 2.702
H -6.033 1.054 1.741
H -1.381 2.925 1.173
H 3.143 -7.274 -3.284
H 1.595 -0.711 -5.777
H -2.420 0.142 -1.792
H -6.278 0.892 -4.862
H -1.396 5.388 1.176
H -2.559 -1.682 1.793
H 2.522 3.217 7.110
H 2.801 5.448 1.768
H 0.703 1.679 1.283
H 0.244 2.738 -3.689
H 3.666 -0.241 2.161
H -4.304 -0.388 0.545
H -6.404 -0.650 -4.302
H 0.245 1.399 -5.688

=====

4.
Entry from OMol25: a cluster of 7 separate species, C27H42FNO14 in total (ωB97M-V/def2-TZVPD).

- total charge = 0
- orbital gap (eV) = 9.853
- LUMO (eV) = 0.258
- highest occupied orbital energy (eV) = -9.59
- SMILES = CCN(F)C(=O)O.O=C1CCCO1.O=C1CCCO1.O=C1CCCO1.O=C1CCCO1.O=C1CCCO1.O=C1CCCO1

Geometry (Å):
F -5.062 -1.548 -4.074
O -2.545 3.177 -0.822
O -0.854 4.243 -1.811
O 6.929 -1.091 0.933
O -1.093 1.011 -4.855
O 2.024 -0.035 2.928
O -2.813 1.426 4.025
O -4.818 -3.794 -6.392
O 1.663 -3.753 -3.393
O -5.599 -4.094 -4.336
O 5.436 -1.697 -0.625
O -2.018 0.397 5.840
O 2.669 0.364 5.028
O 0.257 -0.525 -5.751
O 0.817 -2.317 -1.895
N -4.082 -2.313 -4.792
C 1.734 -2.990 -2.278
C 0.774 1.584 4.079
C -0.958 2.261 -4.150
C -3.707 0.879 7.406
C 3.923 -3.781 -2.728
C -2.122 5.348 -0.036
C 1.200 1.367 -4.526
C -2.989 4.613 0.987
C 0.122 0.487 -5.126
C 5.481 -0.283 2.610
C -2.983 1.048 5.148
C -2.521 -0.034 7.119
C 2.869 -4.526 -3.537
C 6.900 -0.767 2.339
C 1.066 0.506 1.993
C 5.678 -1.334 0.492
C 3.085 -3.157 -1.617
C -4.841 -3.458 -5.250
C 1.918 0.591 4.123
C -4.232 1.163 5.999
C -1.727 4.240 -0.992
C -0.022 1.130 2.859
C 0.426 2.216 -3.516
C -1.659 -2.725 -4.427
C -3.563 3.476 0.150
C 4.679 -1.106 1.606
C -3.043 -2.659 -3.800
H -0.743 0.372 3.151
H -1.374 -1.809 -4.945
H -0.937 -2.915 -3.629
H -0.564 1.927 2.357
H -3.756 5.230 1.449
H -1.761 2.337 -3.426
H 3.108 -4.597 -4.595
H -2.359 4.207 1.779
H 1.974 0.754 -4.069
H 1.578 1.242 1.367
H 4.379 -2.073 2.013
H 1.635 1.967 -5.328
H 2.679 -5.529 -3.148
H 7.659 -0.013 2.533
H -2.814 -1.082 7.034
H -4.673 2.150 5.893
H 1.196 2.582 3.951
H 0.852 3.196 -3.338
H -3.357 1.806 7.862
H -5.229 -3.999 -3.447
H 5.400 0.777 2.366
H -1.053 3.075 -4.873
H -3.254 -3.626 -3.316
H 2.969 -3.825 -0.761
H 4.366 -2.990 -3.335
H -2.686 6.096 -0.595
H 3.807 -0.582 1.232
H 0.705 -0.301 1.360
H -1.722 0.050 7.851
H 5.166 -0.413 3.643
H 3.484 -2.202 -1.294
H -1.239 5.808 0.397
H 7.147 -1.669 2.903
H -1.589 -3.586 -5.102
H 0.202 1.543 5.001
H -3.087 -1.896 -3.018
H -3.767 2.577 0.726
H -4.437 0.429 8.074
H 0.378 1.689 -2.562
H -4.944 0.408 5.663
H 4.728 -4.422 -2.377
H -4.470 3.768 -0.384

=====

| no. | E_tot (eV) |
| --- | --- |
| 1 | -51166.1083 |
| 2 | -68990.1575 |
| 3 | -100317.7225 |
| 4 | -61552.4549 |